No. 1
Formula: C7H12N2
Source: the Open Molecules 2025 dataset
Level of theory: ωB97M-V with the def2-TZVPD basis set

Summary:
**Highest occupied orbital energy (alpha / beta)**: -7.155 / -7.787 eV
**HOMO-LUMO gap (alpha / beta)**: 7.523 / 7.979 eV
**Molar mass**: 124.19 g/mol

ORCA input file:
```
! wB97M-V def2-TZVPD RIJCOSX def2/J DEFGRID3
* xyz 0 1
C -1.213 -0.202 0.368
C 1.158 0.762 0.334
C 2.309 1.102 -0.453
C 0.715 -0.670 0.376
C 0.060 1.223 -0.548
N -1.759 -1.360 -0.300
N -1.336 -0.084 1.809
C 1.245 -1.848 0.105
C -0.395 1.878 -1.590
H -1.860 0.610 0.000
H 1.074 1.227 1.319
H -1.308 -2.229 -0.053
H -2.753 -1.456 -0.121
H -2.307 -0.015 2.097
H -0.896 -0.855 2.295
H 2.511 0.588 -1.383
H 3.045 1.811 -0.100
H 0.637 -2.746 0.111
H 2.290 -1.983 -0.148
H 0.233 2.422 -2.283
H -1.451 1.824 -1.835
*
```

Results of the natural (NBO) charge analysis, in e, for atoms 1 through 8: number 1, C, carries 0.1077; number 2, C, carries -0.4771; number 3, C, carries -0.3223; number 4, C, carries 0.1141; number 5, C, carries 0.1837; number 6, N, carries -0.8562; number 7, N, carries -0.8671; number 8, C, carries -0.5054

No. 2
Formula: C7H12N2
Source: the Open Molecules 2025 dataset
Level of theory: ωB97M-V with the def2-TZVPD basis set

Summary:
**Highest occupied orbital energy**: -8.701 eV
**HOMO-LUMO gap**: 9.571 eV
**Molar mass**: 124.19 g/mol

ORCA input file:
```
! wB97M-V def2-TZVPD RIJCOSX def2/J DEFGRID3
* xyz 0 1
C 1.542 0.305 1.681
C 0.493 0.020 0.663
C -0.978 0.375 0.945
C -1.635 -0.241 -0.234
C -2.892 0.007 -0.705
C -0.440 -0.768 -0.956
C 0.518 0.478 -0.858
H 1.288 -0.268 2.562
H 1.598 1.384 1.869
H 2.514 -0.072 1.316
H -1.281 -0.172 1.830
H -1.154 1.411 1.028
H -3.721 0.524 -0.157
H -3.202 -0.427 -1.655
H -0.640 -1.435 -1.834
H 1.193 -1.711 -0.063
H 0.134 1.516 -1.000
H 2.598 0.856 -1.345
H 2.058 -0.698 -1.689
N 0.286 -1.412 0.231
N 1.722 0.328 -1.629
*
```

Results of the natural (NBO) charge analysis, in e, for atoms 1 through 8: number 1, C, carries -0.6283; number 2, C, carries 0.1071; number 3, C, carries -0.4677; number 4, C, carries 0.0470; number 5, C, carries -0.4165; number 6, C, carries -0.1104; number 7, C, carries -0.0467; number 8, H, carries 0.2280

No. 3
Formula: C7H12N2O
Source: the Open Molecules 2025 dataset
Level of theory: ωB97M-V with the def2-TZVPD basis set

Summary:
**Highest occupied orbital energy**: -8.727 eV
**HOMO-LUMO gap**: 9.310 eV
**Molar mass**: 140.19 g/mol

ORCA input file:
```
! wB97M-V def2-TZVPD RIJCOSX def2/J DEFGRID3
* xyz 0 1
C -0.693 -1.823 0.319
C -1.143 -0.432 0.050
O -1.612 -0.259 -1.297
C -0.024 0.611 0.470
C -0.377 1.968 -0.010
N 1.284 0.149 0.098
C 1.763 0.085 -1.131
C 3.100 -0.181 -0.981
N 3.455 -0.249 0.341
C 2.298 -0.067 0.937
H -0.064 -1.747 1.106
H -0.166 -2.315 -0.650
H -1.550 -2.446 0.520
H -1.990 -0.125 0.599
H -1.904 0.662 -1.457
H -0.031 0.526 1.678
H 0.385 2.520 0.501
H -0.144 2.076 -1.123
H -1.410 2.324 0.203
H 0.941 0.064 -1.830
H 3.810 -0.676 -1.658
H 2.137 0.295 1.989
*
```

Results of the natural (NBO) charge analysis, in e, for atoms 1 through 8: number 1, C, carries -0.6223; number 2, C, carries 0.0940; number 3, O, carries -0.7327; number 4, C, carries -0.0293; number 5, C, carries -0.6544; number 6, N, carries -0.3651; number 7, C, carries -0.1185; number 8, C, carries -0.1017

No. 4
Formula: C7H12N2O2
Source: the Open Molecules 2025 dataset
Level of theory: ωB97M-V with the def2-TZVPD basis set

Summary:
**Highest occupied orbital energy**: -9.131 eV
**HOMO-LUMO gap**: 9.814 eV
**Molar mass**: 156.19 g/mol

ORCA input file:
```
! wB97M-V def2-TZVPD RIJCOSX def2/J DEFGRID3
* xyz 0 1
C -1.012 -1.398 0.013
C -1.019 0.131 -0.004
C -1.068 0.677 1.435
C -2.235 0.640 -0.787
C 0.231 0.679 -0.615
O 0.422 1.628 -1.301
C 1.814 -0.265 -0.231
N 2.871 0.618 -0.618
O 1.716 -1.358 -1.098
C 1.900 -0.625 1.155
N 1.989 -0.914 2.261
H -1.957 -1.761 0.407
H -0.211 -1.783 0.637
H -0.875 -1.788 -0.992
H -1.106 1.764 1.438
H -1.961 0.296 1.925
H -0.204 0.355 2.009
H -3.147 0.350 -0.272
H -2.210 1.724 -0.873
H -2.248 0.213 -1.787
H 2.593 1.152 -1.441
H 3.112 1.265 0.122
H 2.606 -1.599 -1.382
*
```

Results of the natural (NBO) charge analysis, in e, for atoms 1 through 8: number 1, C, carries -0.5965; number 2, C, carries -0.1988; number 3, C, carries -0.5970; number 4, C, carries -0.5960; number 5, C, carries 0.6821; number 6, O, carries -0.5320; number 7, C, carries 0.2059; number 8, N, carries -0.8324

No. 5
Formula: C7H12N2O2
Source: the Open Molecules 2025 dataset
Level of theory: ωB97M-V with the def2-TZVPD basis set

Summary:
**Highest occupied orbital energy (alpha / beta)**: -9.083 / -8.504 eV
**HOMO-LUMO gap (alpha / beta)**: 7.988 / 7.568 eV
**Molar mass**: 156.19 g/mol

ORCA input file:
```
! wB97M-V def2-TZVPD RIJCOSX def2/J DEFGRID3
* xyz 0 1
C -1.009 -0.775 1.135
C 1.111 -1.206 -0.332
C -1.549 0.124 -0.064
C 0.352 -0.673 -1.526
C 0.945 0.603 1.591
C 0.532 -0.884 1.089
C -0.449 0.450 -1.043
N 1.043 1.339 0.423
N -0.473 1.557 -1.896
O -1.246 2.494 -1.673
O 0.269 1.487 -2.894
H -1.419 -0.399 1.986
H -1.207 -1.855 1.136
H 1.118 -2.285 -0.231
H 2.039 -0.799 -0.237
H -2.257 -0.341 -0.669
H -2.027 0.996 0.467
H 0.959 -0.309 -2.218
H -0.255 -1.416 -1.862
H 0.188 0.913 2.250
H 2.039 0.385 2.040
H 0.746 -1.609 1.930
H 0.550 2.201 0.599
*
```

Results of the natural (NBO) charge analysis, in e, for atoms 1 through 8: number 1, C, carries -0.4007; number 2, C, carries -0.3967; number 3, C, carries -0.4798; number 4, C, carries -0.4919; number 5, C, carries -0.2763; number 6, C, carries -0.1580; number 7, C, carries 0.3519; number 8, N, carries -0.5213

No. 6
Formula: C7H12N2O2S
Source: the Open Molecules 2025 dataset
Level of theory: ωB97M-V with the def2-TZVPD basis set

Summary:
**Highest occupied orbital energy**: -7.554 eV
**HOMO-LUMO gap**: 7.168 eV
**Molar mass**: 188.25 g/mol

ORCA input file:
```
! wB97M-V def2-TZVPD RIJCOSX def2/J DEFGRID3
* xyz 0 1
C 3.281 -1.346 0.136
C 2.222 -1.831 0.984
N 2.182 -3.151 1.504
C 1.107 -3.314 2.380
O 0.898 -4.277 3.124
N 0.479 -2.101 2.416
C 1.157 -1.221 1.613
O 0.727 0.054 1.350
H 3.595 -2.093 -0.717
H 4.240 -1.183 0.537
H 3.000 -0.403 -0.182
H 2.577 -4.023 1.197
H -0.471 -2.069 2.596
H 1.460 0.665 1.349
C -2.423 1.565 -2.187
C -1.466 1.361 -1.015
C -2.063 1.615 0.331
S 0.065 1.699 -1.432
H -2.260 2.497 -2.574
H -2.197 0.917 -2.950
H -3.469 1.387 -1.987
H -3.008 1.140 0.370
H -2.058 2.669 0.564
H -1.339 1.229 0.980
*
```

Results of the natural (NBO) charge analysis, in e, for atoms 1 through 8: number 1, C, carries -0.6386; number 2, C, carries 0.0239; number 3, N, carries -0.6013; number 4, C, carries 0.7428; number 5, O, carries -0.6486; number 6, N, carries -0.6050; number 7, C, carries 0.4075; number 8, O, carries -0.6871

No. 7
Formula: C7H12N2O3
Source: the Open Molecules 2025 dataset
Level of theory: ωB97M-V with the def2-TZVPD basis set

Summary:
**Highest occupied orbital energy**: -8.140 eV
**HOMO-LUMO gap**: 8.835 eV
**Molar mass**: 172.18 g/mol

ORCA input file:
```
! wB97M-V def2-TZVPD RIJCOSX def2/J DEFGRID3
* xyz 0 1
C 3.234 -0.083 0.580
N 1.806 -0.321 0.286
C 1.013 0.685 -0.441
C -0.172 1.198 0.344
N -1.410 0.602 -0.113
C -1.625 -0.769 0.322
C -2.874 -1.453 -0.274
O -1.637 -0.891 1.708
C -0.226 -1.620 -0.234
O -0.494 -2.327 -1.190
C 1.412 -1.579 0.164
O 1.962 -2.610 0.247
H 3.183 0.914 1.031
H 3.471 -0.923 1.077
H 3.981 -0.083 -0.273
H 0.539 0.315 -1.398
H 1.740 1.445 -0.759
H -0.123 1.082 1.460
H -0.267 2.286 0.337
H -1.314 0.794 -1.124
H -3.011 -2.464 0.093
H -2.735 -1.729 -1.345
H -3.732 -0.954 0.071
H -2.002 -1.823 1.848
*
```

Results of the natural (NBO) charge analysis, in e, for atoms 1 through 8: number 1, C, carries -0.4062; number 2, N, carries -0.4390; number 3, C, carries -0.2509; number 4, C, carries -0.2687; number 5, N, carries -0.6299; number 6, C, carries 0.3710; number 7, C, carries -0.6665; number 8, O, carries -0.7099

No. 8
Formula: C7H12N2O4S2
Source: the Open Molecules 2025 dataset
Level of theory: ωB97M-V with the def2-TZVPD basis set

Summary:
**Highest occupied orbital energy (alpha / beta)**: -4.150 / -9.318 eV
**Expectation value of S²**: 2.01
**HOMO-LUMO gap (alpha / beta)**: 4.302 / 5.929 eV
**Molar mass**: 252.32 g/mol

ORCA input file:
```
! wB97M-V def2-TZVPD RIJCOSX def2/J DEFGRID3
* xyz 0 3
C 3.206 0.023 0.345
C -1.906 1.041 -0.920
C -0.355 -1.475 0.049
C 1.083 -1.194 0.272
C -1.424 -0.736 0.837
C 1.858 -0.134 -0.326
C -1.751 0.721 0.565
N 1.991 -0.226 -1.790
N -2.915 0.915 1.333
O 4.186 0.247 -0.520
O -2.964 1.744 -1.231
O 3.395 -0.020 1.539
O -1.065 0.828 -1.788
S 1.193 1.644 -0.075
S -0.233 1.518 1.276
H -0.721 -1.158 -0.963
H -0.377 -2.576 0.137
H 1.221 -1.197 1.379
H 1.642 -2.058 -0.212
H -2.234 -1.316 0.697
H -1.255 -0.749 1.932
H 1.273 -0.925 -2.185
H 3.771 0.109 -1.493
H 1.919 0.746 -2.191
H -2.834 0.342 2.200
H -3.703 1.920 -0.513
H -3.002 1.966 1.647
*
```

Results of the natural (NBO) charge analysis, in e, for atoms 1 through 8: number 1, C, carries 0.7404; number 2, C, carries 0.6581; number 3, C, carries -0.4283; number 4, C, carries -0.4624; number 5, C, carries -0.3962; number 6, C, carries -0.0367; number 7, C, carries -0.1873; number 8, N, carries -0.8861

Record-wise energy above the lowest of the compared OMol25 structures with the same formula, charge and spin values, in kJ/mol: 741.68; 187.63; 185.35; 189.28; 793.46; 279.87; 297.65; 0.00
Record-wise electronic energy values, in Eh: -383.14072; -383.35175; -458.61827; -533.88785; -533.65773; -932.04830; -609.07484; -1480.58819